Record 1
# C24H29NO4

2 unconnected molecules or ions with the total composition C24H29NO4 at a distorted geometry (ωB97M-V/def2-TZVPD, the Open Molecules 2025 dataset).

Structure (XYZ):
```
58
Properties=species:S:1:pos:R:3
C -2.51608 2.75611 3.08607
C -1.38489 1.89831 3.79293
C -1.24542 0.41039 3.28127
C -0.70771 0.24005 1.80136
N 0.08762 1.37899 1.27949
C 1.44137 1.46627 1.88040
C 2.06685 2.94701 1.83753
C 2.77062 3.31778 0.49533
C 1.70349 4.03826 -0.58179
C 0.24631 4.46879 0.07165
O 0.49439 3.24637 -0.92052
O 3.17498 2.85093 2.81186
C 2.71457 3.16171 4.13226
H -2.27844 3.00034 2.01222
H -3.50853 2.22799 3.18692
H -2.61923 3.72004 3.68683
H -0.40990 2.46259 3.76879
H -1.67897 1.83550 4.89449
H -2.28646 -0.05356 3.30972
H -0.60137 -0.16440 4.00765
H -0.14248 -0.74013 1.69330
H -1.62428 0.15757 1.12756
H 0.26159 1.13014 0.29535
H 2.14815 0.83561 1.23956
H 1.49875 1.02989 2.92478
H 1.38922 3.72011 2.29603
H 3.26712 2.48018 -0.06431
H 3.49166 4.16840 0.66855
H 2.15300 4.75487 -1.39131
H -0.37403 5.03537 -0.67274
H -0.28114 3.78555 0.78910
H 3.24968 2.44987 4.84519
H 1.60975 2.97959 4.29580
H 2.99533 4.21493 4.46631
C 0.62652 0.04131 -2.05933
C 1.70106 -0.44842 -2.79802
C 1.64019 -1.71858 -3.35685
C 0.50770 -2.50932 -3.16843
C -0.55861 -2.02774 -2.40798
C -0.50092 -0.74573 -1.86353
C -1.74820 -2.87546 -2.15793
O -2.68049 -2.45433 -1.49746
C -1.78007 -4.24698 -2.71776
C -2.86604 -5.07733 -2.44404
C -2.91119 -6.36016 -2.97524
C -1.87695 -6.81570 -3.78917
C -0.79057 -5.99399 -4.06001
C -0.73495 -4.71104 -3.51708
C 0.44525 -3.85580 -3.78345
O 1.35204 -4.25479 -4.49167
H 0.67165 1.03818 -1.63157
H 2.58587 0.16229 -2.93958
H 2.47692 -2.09335 -3.93538
H -1.33239 -0.36164 -1.28321
H -3.67562 -4.72718 -1.81376
H -3.75435 -7.00601 -2.75681
H -1.91654 -7.81460 -4.20914
H 0.01416 -6.35502 -4.69023
```

Its spin multiplicity is 1. The SMILES is CCCCNC[C@H](C[C@@H]1CO1)OC.O=C1c2ccccc2C(=O)c2ccccc21. The value obtained for the total energy is -1287.4844 a.u. The LUMO energy is -0.0356 Ha. The HOMO energy comes out at -8.977 eV.

=====

Record 2
# C5H14O

2 unconnected molecules or ions with the total composition C5H14O at a distorted geometry (ωB97M-V/def2-TZVPD, the Open Molecules 2025 dataset).

Structure (XYZ):
```
20
Properties=species:S:1:pos:R:3
C -2.52653 -0.93106 1.62445
C -1.83321 0.02125 0.66462
O -2.27430 -2.31138 1.30703
H -2.12074 -0.79247 2.61796
H -3.60151 -0.77876 1.53985
H -1.67549 1.00308 1.10205
H -1.49799 -2.38424 0.73096
H -2.45502 0.19783 -0.21194
H -0.85369 -0.30501 0.31385
C 1.59914 0.93088 -0.37398
C 2.02647 1.47982 -1.75816
C 1.52649 -0.59901 -0.41173
H 2.30835 1.27141 0.36723
H 0.61648 1.32082 -0.12697
H 2.47112 0.66614 -2.32171
H 0.77109 -0.92850 -1.13208
H 2.53200 -0.99837 -0.51059
H 2.73438 2.29526 -1.65046
H 1.14907 1.85086 -2.28758
H 1.10390 -1.00854 0.51720
```

Its spin multiplicity is 1. The SMILES is CCC.CCO. The value obtained for the total energy is -274.1083 a.u. The LUMO energy is 0.0347 Ha. The HOMO energy comes out at -10.257 eV.

=====

Record 3
# C31H84O31S10

11 unconnected molecules or ions with the total composition C31H84O31S10 at a distorted geometry (ωB97M-V/def2-TZVPD, the Open Molecules 2025 dataset).

Structure (XYZ):
```
156
Properties=species:S:1:pos:R:3
O -5.75732 0.89398 -3.05935
S -6.97771 0.11538 -2.88728
O -7.39320 -0.78878 -3.94099
O -6.96089 -0.69081 -1.41492
C -6.19121 -0.15183 -0.37469
C -6.56004 -0.77875 0.96576
C -8.39671 1.29873 -2.50528
H -6.31434 0.92959 -0.31589
H -5.15875 -0.32789 -0.67658
H -6.31451 -1.82259 0.77025
H -7.61637 -0.80783 1.23300
H -5.96843 -0.40336 1.80073
H -9.25033 0.72167 -2.14968
H -8.62448 1.69634 -3.49429
H -7.95447 2.06903 -1.87349
O -1.68150 1.76704 5.25926
S -1.52110 1.92732 3.80385
O -1.45082 3.23138 3.13210
O -0.24442 0.99561 3.22895
C 1.02924 1.59480 3.42130
C 1.99527 0.51777 3.85976
C -2.86466 0.91635 3.00401
H 1.04404 2.39028 4.16633
H 1.38678 2.13522 2.54482
H 1.73051 0.06464 4.81509
H 3.05320 0.74302 3.72500
H 1.80593 -0.35676 3.23730
H -3.77824 1.50942 2.96228
H -3.03132 0.02656 3.61114
H -2.44886 0.62792 2.03860
O 0.72756 -3.22191 -6.14451
S -0.29077 -4.26349 -6.07939
O -0.37894 -5.49176 -6.91052
O -0.50279 -4.75559 -4.50184
C -0.23585 -3.90259 -3.42594
C 0.98354 -4.37879 -2.60250
C -1.93364 -3.38941 -6.35883
H -1.14215 -3.63767 -2.88139
H -0.12803 -2.90222 -3.84516
H 1.31749 -3.65873 -1.85545
H 1.81728 -4.66627 -3.24308
H 0.74063 -5.20196 -1.93057
H -2.76635 -4.08018 -6.22636
H -1.90135 -3.09652 -7.40824
H -1.94289 -2.49851 -5.73090
O -3.39583 -2.12130 2.19799
S -2.75936 -3.45116 1.87652
O -2.17190 -3.77247 0.55229
O -1.55265 -3.75475 2.96501
C -1.70183 -3.37405 4.30538
C -0.67134 -2.27681 4.59756
C -3.96437 -4.82434 2.30133
H -1.69831 -4.21521 4.99860
H -2.68178 -2.90315 4.38311
H -0.87372 -1.44364 3.92453
H 0.32926 -2.61488 4.32809
H -0.69191 -2.02769 5.65850
H -3.37401 -5.72778 2.45421
H -4.75173 -4.84257 1.54778
H -4.42911 -4.59866 3.26111
O 1.12072 7.95339 1.80100
S -0.14992 7.29781 2.00972
O -1.42764 7.99153 2.33593
O -0.40475 6.22244 0.75462
C -1.69100 5.57610 0.67109
C -1.35909 4.06192 0.37256
C 0.15619 6.04060 3.31300
H -2.18842 6.02016 -0.19116
H -2.33625 5.67374 1.54415
H -1.26899 3.95297 -0.70823
H -2.19329 3.46514 0.74146
H -0.42622 3.69873 0.80376
H -0.79272 5.76676 3.77417
H 0.74273 6.52247 4.09523
H 0.73180 5.20124 2.92282
O 5.12327 -3.21381 3.54866
S 3.66696 -3.31941 3.77059
O 2.71899 -2.50449 2.99194
O 3.23233 -4.94927 3.75866
C 1.95328 -5.35935 3.47152
C 1.58110 -5.29665 1.95975
C 3.43584 -3.06581 5.57351
H 1.30899 -4.74749 4.10289
H 1.87891 -6.38381 3.83627
H 1.52376 -4.23617 1.71441
H 0.68563 -5.84862 1.67414
H 2.35854 -5.70675 1.31515
H 4.09034 -3.81830 6.01338
H 2.37741 -3.26931 5.73607
H 3.65576 -1.99910 5.61643
O 3.75258 0.30552 -2.72602
S 4.17999 -1.07139 -2.92295
O 5.53030 -1.41301 -3.40225
O 3.91429 -1.91206 -1.57180
C 4.19789 -3.26747 -1.50182
C 4.05125 -3.61196 -0.07436
C 2.97388 -1.91929 -4.07304
H 5.19264 -3.36359 -1.93694
H 3.56365 -3.91491 -2.10733
H 4.89338 -3.29857 0.54265
H 3.98131 -4.69670 0.00657
H 3.19324 -3.16427 0.42712
H 3.03082 -1.33137 -4.98912
H 2.00129 -1.91208 -3.58099
H 3.32849 -2.93980 -4.21767
O 7.05290 0.71840 -0.43079
S 6.73269 0.98603 0.98957
O 7.85297 1.01401 1.91588
O 5.95310 2.47518 1.12144
C 4.92775 2.66467 0.16601
C 3.82351 3.68702 0.63556
C 5.40400 -0.10742 1.60251
H 4.39470 1.73774 -0.04559
H 5.36592 3.06826 -0.74680
H 2.97551 3.74533 -0.04679
H 4.23743 4.69249 0.71164
H 3.43389 3.38830 1.60873
H 4.90007 0.43716 2.40100
H 5.83425 -1.04335 1.95891
H 4.69476 -0.26645 0.79024
O -1.19508 3.72007 -3.80263
S 0.22878 4.16806 -3.75677
O 1.03144 4.32888 -4.95488
O 0.23628 5.57850 -2.88670
C 1.33036 6.45413 -3.08486
C 1.28700 7.36228 -1.98133
C 1.22694 3.09642 -2.64977
H 1.15924 6.90049 -4.06445
H 2.25581 5.87874 -3.10862
H 2.20754 7.93881 -2.07240
H 1.24968 6.93069 -0.98111
H 0.49074 8.10057 -1.88640
H 1.30908 2.11514 -3.11714
H 0.68047 3.09774 -1.70666
H 2.23002 3.52025 -2.60170
O 0.88427 0.06523 -1.81022
S 0.88343 0.24320 -0.32194
O 1.95273 1.02901 0.32299
O -0.55850 0.89318 0.13705
C -1.73784 0.78650 -0.67544
C -2.33578 -0.61421 -0.92537
C 0.68100 -1.31761 0.57455
H -1.53276 1.26292 -1.63411
H -2.53379 1.35152 -0.19036
H -3.14959 -0.52240 -1.64466
H -2.80545 -0.98091 -0.01266
H -1.63756 -1.26895 -1.44682
H 0.66272 -1.10237 1.64293
H 1.49840 -2.01276 0.38293
H -0.22629 -1.82109 0.24071
C -3.01792 1.06729 -4.44610
O -3.24988 -0.12513 -5.06420
H -3.78751 1.81764 -4.62719
H -2.86026 0.95115 -3.37384
H -2.07819 1.47395 -4.81979
H -3.81270 -0.72931 -4.57452
```

Its spin multiplicity is 1. The SMILES is CCOS(C)(=O)=O.CCOS(C)(=O)=O.CCOS(C)(=O)=O.CCOS(C)(=O)=O.CCOS(C)(=O)=O.CCOS(C)(=O)=O.CCOS(C)(=O)=O.CCOS(C)(=O)=O.CCOS(C)(=O)=O.CCOS(C)(=O)=O.CO. The value obtained for the total energy is -7545.5459 a.u. The LUMO energy is -0.0205 Ha. The HOMO energy comes out at -10.065 eV.